[1]
Density functional theory data (ωB97M-V/def2-TZVPD) for a structure of composition C38H31BN3O3SbTi.

For the energy above the lowest of the compared OMol25 structures with the same formula, charge and spin, the calculation gives 0.0000 eV. Its highest occupied orbital energy is -13.35 eV. As for the total charge: +2. The value obtained for the lowest unoccupied orbital energy is -7.57 eV.

Positions of all 78 atoms, in Å:
Ti (7.052, -13.979, 10.457)
C (6.718, -9.695, 10.733)
C (6.416, -11.157, 10.888)
N (7.358, -12.000, 10.565)
N (8.589, -11.535, 10.140)
C (9.431, -12.523, 10.402)
O (8.938, -13.744, 10.608)
C (10.905, -12.319, 10.473)
C (11.700, -13.204, 11.261)
C (13.027, -12.938, 11.585)
C (13.586, -11.780, 11.083)
C (12.840, -10.942, 10.282)
C (11.496, -11.158, 10.021)
C (5.120, -11.842, 11.296)
C (3.976, -11.216, 11.649)
C (2.876, -11.910, 12.163)
C (3.004, -13.280, 12.262)
C (4.168, -13.892, 11.784)
N (5.237, -13.197, 11.277)
H (5.983, -9.100, 11.270)
H (6.614, -9.352, 9.703)
H (7.690, -9.523, 11.269)
H (11.300, -14.150, 11.632)
H (13.674, -13.564, 12.184)
H (14.623, -11.477, 11.214)
H (13.360, -10.099, 9.812)
H (10.917, -10.371, 9.491)
H (3.851, -10.157, 11.512)
H (1.972, -11.375, 12.466)
H (2.187, -13.866, 12.594)
H (4.267, -14.953, 11.794)
O (7.554, -14.118, 13.520)
B (7.171, -14.908, 12.392)
O (6.450, -15.992, 12.832)
C (6.336, -15.882, 14.196)
C (5.728, -16.685, 15.133)
C (5.893, -16.400, 16.490)
C (6.491, -15.246, 16.913)
C (7.019, -14.335, 15.948)
C (6.975, -14.754, 14.624)
H (5.230, -17.612, 14.844)
H (5.506, -17.105, 17.231)
H (6.508, -14.997, 17.955)
H (7.508, -13.338, 16.210)
C (6.049, -20.964, 6.121)
C (6.350, -21.617, 7.280)
C (6.226, -20.989, 8.550)
C (6.014, -19.609, 8.582)
C (5.679, -18.945, 7.370)
C (5.648, -19.661, 6.165)
Sb (5.798, -18.699, 10.493)
C (6.291, -16.645, 9.667)
C (7.615, -16.316, 9.271)
C (7.836, -15.191, 8.470)
C (6.797, -14.372, 8.056)
C (5.536, -14.675, 8.379)
C (5.289, -15.803, 9.201)
C (7.936, -18.958, 11.142)
C (8.844, -19.411, 10.217)
C (10.181, -19.761, 10.578)
C (10.574, -19.447, 11.863)
C (9.680, -18.840, 12.733)
C (8.370, -18.646, 12.415)
H (6.070, -21.396, 5.098)
H (6.522, -22.729, 7.276)
H (6.391, -21.610, 9.433)
H (5.509, -17.923, 7.402)
H (5.501, -19.096, 5.226)
H (8.443, -16.974, 9.579)
H (8.823, -14.998, 8.089)
H (7.084, -13.523, 7.419)
H (4.672, -14.099, 7.974)
H (4.223, -15.911, 9.474)
H (8.537, -19.754, 9.262)
H (10.762, -20.251, 9.826)
H (11.597, -19.600, 12.303)
H (9.976, -18.682, 13.751)
H (7.656, -18.361, 13.179)

And the Mulliken charges, in e, turn out to be:
1. Ti -0.27
2. C -1.55
3. C 1.01
4. N 1.51
5. N -1.47
6. C 0.44
7. O -0.15
8. C 0.47
9. C -0.11
10. C -0.99
11. C -0.31
12. C -0.66
13. C -0.18
14. C 0.04
15. C -0.74
16. C -0.54
17. C -1.25
18. C -0.47
19. N 0.57
20. H 0.48
21. H 0.28
22. H 0.38
23. H 0.35
24. H 0.41
25. H 0.39
26. H 0.37
27. H 0.39
28. H 0.47
29. H 0.47
30. H 0.53
31. H 0.72
32. O -0.14
33. B 1.36
34. O -0.14
35. C 0.60
36. C -0.89
37. C -0.69
38. C -0.51
39. C -1.01
40. C 0.52
41. H 0.50
42. H 0.42
43. H 0.47
44. H 0.39
45. C -0.41
46. C -0.38
47. C -0.60
48. C 0.36
49. C -0.45
50. C -0.54
51. Sb 0.84
52. C -0.23
53. C 0.74
54. C -0.71
55. C -0.84
56. C -0.06
57. C -1.04
58. C -0.16
59. C 0.07
60. C -0.91
61. C -0.54
62. C -0.88
63. C 0.02
64. H 0.35
65. H 0.32
66. H 0.37
67. H 0.49
68. H 0.32
69. H 0.22
70. H 0.54
71. H 0.45
72. H 0.47
73. H 0.47
74. H 0.46
75. H 0.49
76. H 0.33
77. H 0.50
78. H 0.50

***

[2]
Density functional theory data (ωB97M-V/def2-TZVPD) for a structure of composition C38H31Br2N8OPTl.

For the energy above the lowest of the compared OMol25 structures with the same formula, charge and spin, the calculation gives 0.0466 eV. Its highest occupied orbital energy is -9.64 eV. As for the total charge: +1. The value obtained for the lowest unoccupied orbital energy is -2.45 eV.

Positions of all 82 atoms, in Å:
Tl (0.715, -0.283, 0.811)
Br (7.250, -2.347, 3.920)
C (5.879, -1.643, 2.823)
C (5.935, -0.300, 2.417)
C (4.947, 0.228, 1.629)
C (3.836, -0.545, 1.202)
O (2.920, 0.002, 0.470)
C (3.808, -1.909, 1.605)
C (2.782, -2.829, 1.215)
N (1.702, -2.576, 0.550)
C (0.900, -3.680, 0.193)
C (1.428, -4.907, -0.129)
C (0.605, -6.008, -0.437)
C (-0.751, -5.875, -0.445)
C (-1.333, -4.612, -0.189)
C (-2.731, -4.407, -0.236)
C (-3.236, -3.159, -0.035)
C (-2.337, -2.099, 0.197)
N (-1.038, -2.250, 0.273)
C (-0.515, -3.499, 0.107)
C (4.840, -2.429, 2.418)
H (6.766, 0.316, 2.734)
H (4.982, 1.263, 1.316)
H (2.953, -3.856, 1.550)
H (2.502, -5.034, -0.163)
H (1.063, -6.960, -0.667)
H (-1.395, -6.716, -0.668)
H (-3.381, -5.249, -0.442)
H (-4.298, -2.961, -0.067)
H (-2.715, -1.091, 0.309)
H (4.801, -3.470, 2.717)
C (1.618, 1.306, -4.675)
N (1.258, 0.533, -3.495)
C (0.892, -0.783, -3.520)
C (0.575, -1.114, -2.244)
N (0.722, -0.011, -1.446)
C (1.144, 0.984, -2.221)
P (1.467, 2.758, -1.953)
C (-0.231, 3.353, -2.211)
N (-1.320, 2.837, -1.678)
C (-2.356, 3.599, -2.126)
C (-1.889, 4.584, -2.953)
N (-0.535, 4.426, -3.007)
C (0.363, 5.224, -3.826)
C (1.634, 2.932, -0.164)
N (1.172, 2.159, 0.790)
C (1.546, 2.721, 1.975)
C (2.239, 3.870, 1.726)
N (2.298, 3.996, 0.366)
C (2.931, 5.088, -0.357)
H (1.868, 0.612, -5.472)
H (2.483, 1.931, -4.464)
H (0.783, 1.930, -4.994)
H (0.901, -1.359, -4.428)
H (0.264, -2.066, -1.857)
H (-3.374, 3.402, -1.834)
H (-2.390, 5.369, -3.493)
H (0.074, 6.270, -3.764)
H (0.322, 4.905, -4.868)
H (1.382, 5.117, -3.465)
H (1.302, 2.268, 2.922)
H (2.683, 4.599, 2.382)
H (3.337, 5.789, 0.367)
H (2.203, 5.614, -0.973)
H (3.739, 4.715, -0.983)
Br (-1.997, 1.384, 0.943)
C (-2.325, 0.534, 2.613)
C (-3.583, 0.687, 3.123)
C (-3.903, 0.191, 4.400)
C (-2.935, -0.410, 5.146)
C (-1.625, -0.579, 4.637)
C (-0.635, -1.172, 5.459)
C (0.636, -1.344, 5.010)
C (0.955, -0.982, 3.683)
C (0.027, -0.416, 2.848)
C (-1.292, -0.146, 3.320)
H (-4.330, 1.217, 2.548)
H (-4.905, 0.319, 4.787)
H (-3.147, -0.765, 6.146)
H (-0.916, -1.477, 6.460)
H (1.397, -1.778, 5.644)
H (1.961, -1.181, 3.333)

And the Mulliken charges, in e, turn out to be:
1. Tl 2.35
2. Br -0.19
3. C -0.38
4. C -0.46
5. C -0.75
6. C 0.25
7. O -0.42
8. C 0.53
9. C -0.38
10. N 0.19
11. C -0.58
12. C -0.31
13. C -1.02
14. C -0.81
15. C 0.76
16. C -0.74
17. C -1.18
18. C -0.25
19. N 0.52
20. C 0.42
21. C -0.85
22. H 0.44
23. H 0.45
24. H 0.57
25. H 0.69
26. H 0.42
27. H 0.41
28. H 0.43
29. H 0.45
30. H 0.47
31. H 0.50
32. C -0.85
33. N 0.12
34. C -1.02
35. C -0.30
36. N 0.29
37. C -0.07
38. P -0.43
39. C 0.18
40. N -0.07
41. C -0.72
42. C -0.41
43. N 0.23
44. C -0.91
45. C -0.32
46. N 0.46
47. C -0.49
48. C -0.95
49. N 0.22
50. C -0.84
51. H 0.36
52. H 0.34
53. H 0.29
54. H 0.45
55. H 0.41
56. H 0.45
57. H 0.48
58. H 0.35
59. H 0.30
60. H 0.35
61. H 0.62
62. H 0.47
63. H 0.33
64. H 0.31
65. H 0.34
66. Br 0.04
67. C 0.74
68. C -0.60
69. C -0.86
70. C -0.82
71. C 0.67
72. C -0.88
73. C -1.21
74. C -0.42
75. C 0.27
76. C 0.15
77. H 0.48
78. H 0.40
79. H 0.41
80. H 0.40
81. H 0.49
82. H 0.24

***

[3]
Density functional theory data (ωB97M-V/def2-TZVPD) for a structure of composition C38H31ClN2O2PW.

Its spin multiplicity is 3. The expectation value of S² is 2.016. Its highest occupied orbital energy (alpha / beta) is -11.10 / -11.10 eV. As for the total charge: +1. The value obtained for the lowest unoccupied orbital energy (alpha / beta) is -5.33 / -4.86 eV.

Positions of all 76 atoms, in Å:
C (-0.873, -2.239, 1.043)
C (-0.743, -2.881, -0.226)
C (0.653, -3.099, -0.450)
H (-1.551, -3.165, -0.875)
C (1.349, -2.582, 0.672)
C (0.408, -2.078, 1.612)
H (0.639, -1.588, 2.541)
H (-1.796, -1.882, 1.465)
H (1.098, -3.573, -1.307)
H (2.420, -2.531, 0.774)
W (0.253, -0.947, -0.389)
Cl (2.174, 0.424, -0.239)
P (0.264, -0.633, -2.649)
C (1.500, -1.675, -3.523)
C (1.201, -2.380, -4.688)
H (0.201, -2.357, -5.095)
C (2.184, -3.118, -5.333)
H (1.937, -3.665, -6.233)
C (3.476, -3.151, -4.829)
H (4.241, -3.725, -5.334)
C (3.782, -2.437, -3.678)
H (4.790, -2.449, -3.284)
C (2.803, -1.706, -3.026)
H (3.046, -1.144, -2.136)
C (-1.339, -1.101, -3.390)
C (-1.799, -2.415, -3.304)
H (-1.166, -3.185, -2.885)
C (-3.058, -2.751, -3.774)
H (-3.399, -3.776, -3.714)
C (-3.880, -1.774, -4.322)
H (-4.866, -2.035, -4.684)
C (-3.433, -0.464, -4.398)
H (-4.069, 0.303, -4.818)
C (-2.169, -0.127, -3.937)
H (-1.829, 0.897, -3.995)
C (0.589, 1.033, -3.343)
C (1.099, 1.153, -4.636)
H (1.345, 0.271, -5.209)
C (1.302, 2.405, -5.194)
H (1.701, 2.486, -6.196)
C (1.005, 3.548, -4.464)
H (1.168, 4.526, -4.899)
C (0.502, 3.432, -3.177)
H (0.274, 4.318, -2.600)
C (0.295, 2.181, -2.614)
H (-0.094, 2.096, -1.614)
O (0.632, 2.548, 0.391)
C (0.156, 1.917, 1.313)
N (-0.062, 2.531, 2.505)
C (-0.421, 1.548, 3.479)
C (-0.693, 0.418, 2.553)
O (-1.263, -0.553, 3.010)
N (-0.166, 0.575, 1.268)
C (0.815, 1.172, 4.343)
C (0.865, -0.061, 5.048)
C (1.986, -0.417, 5.801)
C (3.076, 0.447, 5.885)
C (3.048, 1.669, 5.215)
C (1.935, 2.029, 4.446)
C (-1.673, 1.861, 4.316)
C (-1.650, 1.800, 5.733)
C (-2.812, 1.978, 6.483)
C (-4.022, 2.231, 5.843)
C (-4.069, 2.316, 4.450)
C (-2.906, 2.134, 3.688)
H (0.157, 3.517, 2.704)
H (0.044, -0.759, 5.014)
H (2.010, -1.366, 6.320)
H (3.942, 0.169, 6.473)
H (3.894, 2.340, 5.288)
H (1.963, 2.985, 3.945)
H (-0.746, 1.588, 6.285)
H (-2.773, 1.905, 7.563)
H (-4.923, 2.356, 6.429)
H (-5.013, 2.506, 3.958)
H (-2.970, 2.175, 2.609)

And the Mulliken charges, in e, turn out to be:
1. C -0.75
2. C -0.36
3. C -0.61
4. H 0.72
5. C -0.66
6. C 0.15
7. H 0.43
8. H 0.54
9. H 0.65
10. H 0.47
11. W 1.34
12. Cl -0.40
13. P 2.00
14. C 0.11
15. C -0.24
16. H 0.49
17. C -0.75
18. H 0.45
19. C -0.59
20. H 0.41
21. C -0.72
22. H 0.46
23. C -0.30
24. H 0.41
25. C 0.15
26. C -0.34
27. H 0.99
28. C -1.07
29. H 0.44
30. C -0.63
31. H 0.42
32. C -0.75
33. H 0.45
34. C -0.82
35. H 0.41
36. C 0.11
37. C -0.35
38. H 0.39
39. C -0.73
40. H 0.45
41. C -0.57
42. H 0.40
43. C -0.64
44. H 0.47
45. C -0.15
46. H 0.12
47. O -0.61
48. C -0.37
49. N -0.10
50. C 3.35
51. C -0.87
52. O -0.67
53. N -0.15
54. C -0.47
55. C 0.27
56. C -1.08
57. C -0.47
58. C -0.91
59. C -0.48
60. C -0.15
61. C -0.21
62. C -0.98
63. C -0.39
64. C -0.96
65. C -0.35
66. H 0.37
67. H 0.58
68. H 0.43
69. H 0.42
70. H 0.44
71. H 0.34
72. H 0.40
73. H 0.42
74. H 0.41
75. H 0.39
76. H 0.43

***

Number 1: F_max 3.3 eV/A, M 758.123 u. Number 2: F_max 0.2 eV/A, M 1010.886 u. Number 3: F_max 8.5 eV/A, M 797.945 u.